Here is a molecular structure, C27H40F4N3O8STl from OMol25. Energies are from wB97M-V/def2-TZVPD.

```
84
Properties=species:S:1:pos:R:3:forces:R:3:mulliken_charge:R:1
Tl -4.11266 0.32606 0.40703 0.384 -0.137 -0.325 1.023
C 0.30283 2.14558 -2.33619 0.496 -1.008 0.862 0.191
F -0.26318 3.33331 -2.37395 -0.138 0.077 -0.347 -0.183
F -0.03488 1.39102 -3.38155 -0.455 0.277 0.077 -0.224
F 1.63331 2.25613 -2.36214 -0.080 0.316 0.117 -0.149
S -0.17223 1.28676 -0.72994 -0.360 -0.176 -0.345 0.763
O 0.32384 2.16815 0.31891 -0.246 -0.211 -0.363 -0.338
O -1.61977 1.13386 -0.77550 0.171 0.585 0.088 -0.728
O 0.50075 -0.00259 -0.77751 0.480 0.171 0.052 -0.566
N -2.70542 1.67372 2.75916 0.247 0.600 0.111 -0.119
C -2.74961 1.36400 4.05415 -0.393 -0.070 0.437 -0.544
C -1.85136 1.83386 5.02076 0.537 -0.243 -0.801 -0.441
C -0.78854 2.60624 4.57039 -0.018 0.176 0.209 -0.310
C -0.73254 2.98156 3.22983 -0.409 0.125 0.913 -0.093
C -1.74937 2.53430 2.39452 0.022 0.133 -0.482 -0.503
H -3.58989 0.76786 4.39199 0.056 -0.255 -0.190 0.350
H -1.93745 1.51991 6.04985 -0.122 0.113 0.054 0.438
H -0.06096 2.98429 5.27833 0.052 -0.012 -0.030 0.481
H -0.03474 3.73744 2.90003 0.141 -0.169 -0.167 0.421
H -1.78326 2.97547 1.40561 -0.180 -0.426 -0.158 0.505
N -0.70306 -3.79721 0.31536 0.414 0.727 0.067 -0.183
C 0.51520 -3.43139 -0.13307 -0.774 -0.123 0.299 0.816
C 1.49772 -4.36672 -0.43057 -0.431 0.747 0.159 -0.931
C 1.16995 -5.70183 -0.29599 0.852 -0.887 0.212 -0.441
C -0.03296 -6.10799 0.26085 -0.198 1.148 -0.360 -0.745
C -0.95246 -5.07554 0.52272 -0.197 -0.605 0.200 -0.313
H 0.63581 -2.35749 -0.22960 0.240 -0.071 -0.178 -0.128
H 2.47824 -4.01194 -0.71315 0.006 -0.249 -0.340 0.493
H 1.93715 -6.41749 -0.57095 -0.174 -0.181 0.115 0.441
H -0.28190 -7.13076 0.49463 0.078 -0.093 -0.159 0.460
H -1.93204 -5.29020 0.93788 0.059 -0.138 0.003 0.482
N -3.15076 -2.02757 -1.22142 1.091 -0.757 -0.255 0.163
C -2.05012 -1.75591 -1.96352 -0.571 0.673 0.241 0.464
C -1.68213 -2.46725 -3.10176 0.360 -0.603 -0.195 -0.455
C -2.37818 -3.62000 -3.45067 -0.250 1.055 -0.207 -0.520
C -3.46126 -3.95369 -2.66164 0.675 -0.500 -0.043 -0.473
C -3.73711 -3.18313 -1.51269 -0.835 0.309 -0.212 -0.745
H -1.45589 -0.89703 -1.68351 -0.253 -0.019 0.095 0.067
H -0.84299 -2.12213 -3.69162 0.081 -0.008 0.132 0.418
H -2.14800 -4.10210 -4.39057 -0.039 -0.327 0.152 0.491
H -4.05851 -4.80634 -2.95660 -0.209 0.027 0.376 0.486
H -4.55957 -3.47955 -0.87198 -0.110 0.050 -0.040 0.506
C 2.55935 -1.12445 -3.57309 -0.034 0.278 -0.725 -0.678
O 1.59258 -1.69261 -2.70543 0.221 0.069 0.345 -0.337
H 2.78299 -1.83001 -4.37212 0.100 -0.225 0.267 0.286
H 2.17790 -0.23971 -4.09889 -0.094 0.068 0.263 0.213
H 3.47904 -0.83316 -3.06126 0.025 -0.141 0.059 0.300
H 1.47722 -1.07213 -1.96604 -0.283 -0.085 -0.320 0.150
C 2.17505 4.88558 1.28492 0.104 -0.168 0.477 -0.640
O 2.32496 3.49127 1.56276 -0.472 -0.161 -0.074 -0.423
H 1.42966 5.03944 0.50398 0.105 0.181 0.022 0.243
H 1.87665 5.37696 2.22369 -0.086 0.132 -0.260 0.276
H 3.13549 5.31616 0.99639 -0.069 -0.108 -0.139 0.293
H 1.55544 3.05148 1.14746 0.547 0.107 0.041 0.504
C -0.71685 -0.84741 2.00911 -0.437 -0.915 0.183 -0.360
O -1.68904 -1.24538 1.06889 0.788 0.533 0.775 -0.003
H -1.21552 -0.53605 2.93494 -0.005 0.181 0.141 0.271
H -0.04566 -1.67791 2.23917 -0.010 -0.017 0.053 0.382
H -0.09634 0.01169 1.70316 -0.095 0.266 -0.280 -0.095
H -1.53178 -2.20444 0.91028 -0.135 -0.260 -0.522 0.297
C 2.15836 5.73976 -2.97438 0.392 -1.172 0.898 -0.281
O 2.82221 6.59849 -2.04568 -0.377 0.419 -0.682 -0.511
H 1.68554 6.21565 -3.82866 0.023 0.250 0.095 0.366
H 2.87381 4.98670 -3.31915 0.121 0.281 -0.277 0.193
H 1.44051 5.14395 -2.40069 -0.360 0.275 -0.252 -0.062
H 2.59767 7.49810 -2.30952 0.229 -0.022 0.267 0.305
C -3.44809 1.23671 -3.35373 0.165 0.168 -0.848 -0.406
O -4.47292 0.66828 -2.54147 0.176 0.019 -0.068 -0.440
H -3.85827 1.66110 -4.27449 -0.178 0.109 0.160 0.452
H -2.93566 2.03370 -2.82730 -0.058 -0.083 0.260 0.050
H -2.71967 0.49394 -3.69356 0.065 -0.109 0.335 0.152
H -5.06568 0.22932 -3.16065 -0.185 -0.069 0.295 0.268
F 3.79900 -2.45591 4.76744 0.264 0.273 0.147 -0.222
C 3.40709 -1.59715 3.87611 -0.978 -0.068 0.056 0.262
C 2.80021 -0.37969 4.27898 -0.388 1.105 -0.027 -0.484
C 2.28521 0.45166 3.31173 0.463 -0.763 0.697 -0.285
C 2.36391 0.06101 1.96542 -1.098 1.094 -0.250 0.082
C 2.89001 -1.18307 1.56886 0.594 -0.226 0.285 -0.196
C 3.42954 -2.00079 2.53586 0.278 -0.060 -1.148 -0.474
H 2.69768 -0.04615 5.30294 0.328 -0.521 0.200 0.509
H 1.80295 1.38666 3.55952 0.094 0.029 0.050 0.515
H 1.95087 0.78646 1.27328 0.296 -0.289 -0.446 0.112
H 2.92449 -1.38025 0.50579 0.051 -0.348 0.085 0.573
H 3.91809 -2.93148 2.27945 -0.088 -0.073 0.086 0.515
```
Forces are in eV/Å.

Output
Energy relative to the best compared isomer or geometry (same formula, charge and spin) ... 0.0 kcal/mol
Orbital gap ... 0.0645 Ha
Net charge ... +2

***

Here is 2 unconnected molecules or ions with the total composition C27H40N2O4 from OMol25. Energies are from wB97M-V/def2-TZVPD.

```
73
Properties=species:S:1:pos:R:3:forces:R:3:mulliken_charge:R:1
O 0.05355 0.25712 2.21368 1.077 -3.087 -2.699 -0.911
C 0.35245 -0.64475 1.30200 -5.643 3.551 2.294 0.701
N 1.56915 -1.09272 1.10599 -10.344 -6.907 -5.415 0.420
C 1.85035 -2.20408 0.13074 -2.492 -1.741 2.888 -1.069
H 2.39401 -3.12796 0.51951 -0.318 1.611 0.496 0.325
C 2.63349 -1.60086 -0.84513 1.276 6.086 -2.264 -0.278
N 3.76947 -1.08349 -0.08151 3.546 1.624 -6.259 0.020
C 3.44353 0.06331 0.61188 -2.042 1.091 3.801 -0.762
C 2.51296 -0.57758 1.69118 10.839 6.759 9.540 -0.867
H 3.14937 -1.44375 2.29545 -1.155 2.286 -1.154 0.296
H 2.16408 0.33957 2.52448 0.865 -3.046 -2.430 0.318
H 2.81941 0.98097 0.16857 1.577 -1.879 0.340 0.081
H 4.38861 0.24797 1.09955 0.031 1.454 0.363 0.738
C 4.84015 -0.33189 -1.16012 -2.090 -7.658 -2.490 -0.529
C 6.12506 -0.14803 -0.65476 4.977 0.668 7.197 0.580
C 6.62998 -1.11520 0.43979 7.652 11.771 -2.197 -0.875
C 7.94925 -1.00403 0.98384 -3.358 5.806 -3.170 -0.899
C 8.54312 0.29871 0.79149 1.692 2.966 -2.155 -0.062
C 8.12865 1.41095 -0.19026 -5.377 -10.428 3.453 -0.970
C 6.77629 1.11090 -0.62125 0.570 1.170 -4.533 -0.126
H 6.32630 1.80816 -1.47739 0.770 -0.807 2.164 0.113
H 8.41956 2.33331 -0.14466 2.363 5.037 0.033 0.523
H 9.52344 0.65526 1.24644 -1.236 -1.323 -0.061 0.259
H 8.28023 -1.53636 1.75926 1.407 -2.573 2.536 0.473
H 6.16887 -1.83786 0.24117 -6.764 -11.630 -0.996 0.884
H 4.52386 0.51538 -1.70105 -1.282 0.862 -0.503 0.471
H 4.98869 -1.36331 -1.97393 -0.650 3.133 1.721 0.176
H 2.13940 -0.58213 -1.46229 0.791 -3.093 1.569 0.042
H 2.93139 -2.30247 -1.50883 1.249 -1.966 -2.562 0.739
H 0.95463 -2.65557 -0.23929 -0.869 0.329 -0.132 0.395
C -0.95207 -1.01196 0.44668 0.598 -1.660 0.477 -0.589
C -2.19364 -1.26216 0.93839 6.265 2.840 6.057 -0.593
C -3.36774 -1.60607 0.34835 -1.073 -6.787 -2.255 0.403
C -3.01224 -2.29113 -1.08087 5.324 5.438 4.857 -1.765
C -1.90236 -1.37771 -1.65680 1.084 3.529 -1.898 -0.245
O -2.30790 0.17536 -1.85080 -0.759 -5.996 -0.577 -0.254
C -1.48671 0.84568 -2.80745 -3.020 5.266 8.173 -1.021
C -0.44805 1.58279 -1.54582 6.073 -3.804 -11.681 0.261
C -1.06922 2.40238 -0.64063 -2.331 2.495 3.589 0.476
C -0.10796 3.31773 0.16830 4.365 -7.410 -4.185 -1.346
O 1.12108 2.34098 0.78783 -5.183 1.328 1.136 -0.576
H 0.51282 1.88661 1.52319 2.255 0.741 -1.951 0.321
H -0.58029 3.74828 0.88286 -2.423 3.453 4.620 0.603
H 0.44547 3.73081 -0.60416 1.038 2.188 -0.666 0.480
H -1.92746 3.09342 -1.10839 1.579 -1.742 1.121 0.372
H -1.36332 1.60579 0.03789 -1.673 0.596 0.941 -0.280
H 0.17225 2.12870 -2.44100 -0.678 -0.074 2.252 0.369
H 0.40259 0.69647 -1.37675 -2.799 2.536 0.625 -0.488
H -1.01194 0.36703 -3.55544 1.452 -1.842 -2.446 0.459
H -2.33151 1.64014 -3.01701 2.429 -0.915 -0.892 0.272
O -0.69294 -1.27850 -0.89138 -1.103 -0.606 0.171 -0.059
H -1.48868 -1.71189 -2.66198 -0.914 0.330 1.042 0.367
H -2.42505 -3.12380 -1.07710 0.576 -3.152 0.683 0.579
H -3.76579 -2.23871 -1.64843 -5.704 -0.272 -4.589 0.808
C -4.32761 -0.57482 0.35115 -1.368 6.379 0.145 0.825
C -4.48662 0.42303 1.72516 0.091 -4.199 -1.688 -0.464
C -5.58469 1.38005 1.29507 0.858 3.673 5.262 -0.524
C -7.01624 0.87870 1.08561 6.723 -5.627 -0.616 -0.949
C -6.82959 0.12868 -0.21664 -2.309 -9.259 8.772 -1.157
C -5.68270 -1.09450 0.21829 -1.973 3.431 -10.786 -1.086
H -5.73546 -1.75543 -1.07135 0.249 1.404 3.860 0.133
H -6.08774 -1.74486 0.83797 -1.602 -2.863 3.238 0.495
H -7.78862 -0.39152 -0.52761 0.816 -0.075 0.713 0.365
H -6.72092 0.63772 -0.97212 2.676 5.566 -7.612 0.721
H -7.63300 1.57284 0.93852 -5.133 5.876 -0.392 0.549
H -7.24158 0.17389 1.89449 -0.340 0.384 -0.142 0.271
H -5.60455 1.92207 2.34324 -0.461 -0.161 -1.638 0.325
H -5.18884 2.23628 0.68826 -0.597 -1.136 -0.252 0.320
H -4.94380 -0.39616 2.42595 0.919 1.832 -0.419 0.231
H -3.50631 0.83872 2.14136 -1.594 -0.354 -0.773 0.371
H -4.08392 0.28002 -0.46650 -0.579 -2.322 1.523 -0.206
H -3.79500 -2.48841 0.98121 0.493 1.190 -0.833 0.493
H -2.31150 -1.05614 2.09388 0.690 -0.284 -2.339 0.526
```
Forces are in eV/Å.

Output
Energy relative to the best compared isomer or geometry (same formula, charge and spin) ... 534.7 kcal/mol
Orbital gap ... 0.3181 Ha

***

Here is a molecular structure, C27H41BrN2P2Sn from OMol25. Energies are from wB97M-V/def2-TZVPD.

```
74
Properties=species:S:1:pos:R:3:forces:R:3:mulliken_charge:R:1
C -0.64020 7.43905 -6.31977 -0.171 -0.436 -0.757 -0.331
C -0.81236 6.06421 -6.57230 -0.041 0.359 -0.352 0.734
C -1.12633 5.67660 -7.88937 0.141 0.836 0.323 -0.348
C -1.24444 6.66442 -8.87798 -0.352 -0.173 -1.609 -0.382
N -1.07227 7.95312 -8.61236 0.371 -2.733 2.977 0.057
C -0.77935 8.34701 -7.37937 0.138 1.654 -0.025 -0.391
C -0.67008 5.09069 -5.51845 0.209 -1.089 1.253 -0.155
C -0.53966 4.27713 -4.61454 -0.235 1.510 -1.739 -0.481
C -0.44316 3.29745 -3.57935 -0.163 -0.680 0.526 0.781
C 0.59382 3.33974 -2.62455 -0.306 -0.202 -0.138 -0.883
C 0.64558 2.38522 -1.60164 0.341 -0.141 0.342 -0.036
C -0.31966 1.39254 -1.56613 -1.660 -0.711 0.093 0.048
C -1.37065 1.33124 -2.47650 0.078 0.277 -0.417 -0.604
C -1.42443 2.27858 -3.50217 0.355 0.148 0.182 -0.832
Sn -0.27338 -0.27951 -0.03524 1.804 1.496 1.989 1.192
P 1.97476 -1.02294 -0.99595 1.139 -1.021 -0.267 0.576
H -1.27651 4.63640 -8.15528 -0.002 0.216 -0.139 0.449
H -0.40111 7.80834 -5.32901 -0.031 0.130 -0.203 0.464
H -1.48407 6.39146 -9.90592 0.023 0.025 0.107 0.421
H -0.64734 9.41593 -7.21132 -0.012 -0.093 -0.003 0.427
H -2.22990 2.24263 -4.23439 0.185 0.074 0.183 0.501
H 1.35215 4.12297 -2.67625 -0.247 -0.231 0.067 0.492
H -2.14076 0.56458 -2.39642 0.111 0.283 -0.123 0.493
H 1.42978 2.43784 -0.84554 -0.169 0.093 -0.198 0.598
C 2.33787 -2.65676 -0.26081 -0.162 -0.108 0.367 -0.608
C 3.30342 -3.58020 -1.00657 0.217 -0.160 -0.166 -1.194
H 1.36586 -3.16000 -0.12391 0.263 0.109 0.019 0.452
H 2.71359 -2.45559 0.75697 -0.168 0.026 -0.244 0.435
H 3.53913 -4.43751 -0.36483 -0.100 0.192 -0.119 0.391
H 2.86312 -3.98398 -1.92417 0.075 0.110 0.117 0.296
H 4.25351 -3.09895 -1.25544 -0.233 -0.098 0.034 0.277
C 1.81900 -1.20790 -2.81812 -0.752 -0.140 -0.128 0.444
C 2.85934 -0.54290 -3.71888 0.312 0.149 -0.177 -1.512
H 0.82656 -0.80797 -3.08009 0.159 -0.083 -0.015 -0.078
H 1.77819 -2.28911 -3.01096 0.052 0.194 0.087 0.236
H 2.58292 -0.72761 -4.76643 0.081 0.022 0.306 0.427
H 2.89358 0.54624 -3.58617 -0.015 -0.277 0.006 0.311
H 3.86968 -0.94634 -3.57573 -0.320 0.105 -0.010 0.301
C 3.36698 0.10725 -0.68002 -0.188 0.753 0.428 -0.443
C 4.75703 -0.52808 -0.72685 0.390 -0.182 -0.092 -1.358
H 3.19212 0.55514 0.31177 0.105 -0.088 -0.230 0.519
H 3.29804 0.92609 -1.41232 -0.089 -0.236 0.200 0.373
H 5.50853 0.25872 -0.58140 -0.243 -0.144 0.003 0.430
H 4.90142 -1.26386 0.06881 -0.043 0.104 -0.115 0.364
H 4.98046 -1.00351 -1.68970 -0.106 0.134 0.265 0.243
Br -0.39442 -1.72305 2.16505 -0.463 0.726 -1.930 -0.215
P -2.66166 -3.49701 -4.27777 1.937 3.144 1.973 0.369
C -0.82250 -3.56539 -4.17104 0.117 -0.906 -0.971 0.190
C -0.30506 -4.99294 -4.33609 0.516 -0.363 0.048 -1.361
H -0.53008 -3.14416 -3.19763 -0.375 -0.013 -0.190 -0.295
H -0.43536 -2.91523 -4.96716 -0.139 -0.188 0.089 0.535
H 0.76090 -4.98265 -4.59369 -0.247 -0.081 0.071 0.381
H -0.41903 -5.57195 -3.41410 -0.040 0.048 -0.156 0.367
H -0.83632 -5.52426 -5.13354 0.227 0.101 0.106 0.424
C -3.07240 -3.21564 -2.50211 -0.574 -1.337 0.030 -0.095
C -4.48638 -3.72549 -2.22135 -0.468 0.086 0.487 -1.292
H -2.96606 -2.14681 -2.27032 0.060 -0.107 -0.396 0.010
H -2.33417 -3.77828 -1.91402 -0.186 0.016 -0.157 0.469
H -4.62118 -3.90627 -1.14921 -0.060 0.043 -0.254 0.386
H -5.24976 -3.00542 -2.53694 0.143 -0.151 0.013 0.360
H -4.67388 -4.66534 -2.74769 -0.031 0.055 0.209 0.384
C -2.88310 -1.79067 -4.94584 -1.151 -0.374 -0.779 -0.170
C -3.12458 -1.80626 -6.45582 -0.069 0.329 -0.421 -1.274
H -1.98310 -1.21142 -4.69065 -0.077 -0.399 0.165 0.065
H -3.74378 -1.35806 -4.41751 0.118 -0.155 -0.139 0.493
H -3.58686 -0.86422 -6.77311 0.122 -0.241 0.021 0.383
H -2.19067 -1.91969 -7.01302 -0.110 -0.062 0.061 0.337
H -3.79459 -2.62229 -6.74752 0.057 0.258 0.008 0.382
C 0.56050 2.59709 3.79441 0.050 0.303 0.306 -0.935
C 0.48624 1.92081 2.52362 -0.281 -1.314 -1.884 0.452
N 0.39603 1.32544 1.52312 0.191 0.785 1.390 -0.424
H -0.00846 3.53022 3.76286 0.011 -0.078 -0.087 0.337
H 1.59768 2.83132 4.05047 -0.047 -0.081 -0.104 0.327
H 0.13830 1.95541 4.57400 0.030 -0.023 -0.122 0.319
```
Forces are in eV/Å.

Output
Orbital gap (alpha / beta) ... 0.2008 / 0.2046 Ha
Net charge ... +4

***

Maximum force values (in eV Å⁻¹) by entry order: 1.6; 15.9; 4.2.
E values (in hartree) by entry order: -2788.3517; -1462.4657; -4632.3273.